1.
The following is a quantum chemistry calculation of the molecule C19H23BrN4O at a distorted geometry, from the OMol25 dataset.

```
48
Properties=species:S:1:pos:R:3:mulliken_charge:R:1
O -0.131 2.437 -4.589 -0.747
Br -0.061 4.423 -1.182 -0.164
C -0.644 1.312 -4.389 0.814
C 3.614 3.801 0.610 -0.399
C 4.231 2.770 -0.104 -0.677
C 2.354 4.266 0.268 -0.533
C -1.251 -0.466 -2.799 -1.005
C 3.533 2.174 -1.216 -0.121
C -1.111 -1.189 -1.580 -0.537
C 0.853 0.068 -1.195 -0.833
C 1.669 3.658 -0.777 0.385
C -0.382 0.561 -3.151 0.809
C 2.220 2.598 -1.534 -0.543
C 0.674 0.866 -2.311 0.379
C -0.074 -0.847 -0.760 0.387
N -1.434 0.914 -5.429 -0.475
N 1.558 1.939 -2.536 -0.160
N -2.248 -0.128 1.464 -0.680
N 0.088 -1.395 0.480 -0.087
C -1.874 -2.820 4.032 -0.661
C -0.875 -3.724 3.313 -0.671
C -1.988 -1.445 3.424 -1.204
C -0.045 -3.008 2.264 -0.916
C -2.084 -1.514 1.900 0.334
C -0.884 -2.272 1.230 -0.329
H 4.048 4.231 1.487 0.379
H 5.246 2.434 0.155 0.358
H 1.892 5.081 0.801 0.380
H -2.105 -0.729 -3.448 0.095
H 4.010 1.406 -1.776 0.509
H -1.884 -1.919 -1.316 0.276
H 1.695 0.231 -0.499 0.346
H -1.727 1.665 -6.047 0.271
H -2.051 0.146 -5.262 0.192
H 1.202 2.565 -3.280 0.478
H -1.572 0.481 1.941 0.297
H -2.126 -0.032 0.445 0.323
H 0.790 -0.918 1.085 0.271
H -2.842 -3.305 4.045 0.291
H -1.608 -2.701 5.082 0.367
H -1.409 -4.573 2.864 0.359
H -0.231 -4.127 4.079 0.347
H -1.092 -0.888 3.670 0.367
H -2.851 -0.932 3.858 0.433
H 0.607 -3.747 1.741 0.408
H 0.604 -2.303 2.778 0.395
H -3.028 -1.995 1.617 0.289
H -1.277 -3.051 0.547 0.200
```

energy relative to the best compared isomer or geometry (same formula, charge and spin): 0.0 kcal/mol
frontier orbital gap: 8.68 eV
SMILES string: NC(=O)c1ccc(N[C@H]2CCCC[C@H]2N)cc1Nc1ccccc1Br
lowest unoccupied orbital energy: 0.7 eV



2.
The following is a quantum chemistry calculation of C21H23BEuN5O6P2 as an isolated structure at a distorted geometry, from the OMol25 dataset.

```
59
Properties=species:S:1:pos:R:3:mulliken_charge:R:1
Eu 0.477 -0.253 -0.340 1.048
C -2.802 -2.591 -2.897 -0.968
C -1.766 -1.709 -2.567 -0.081
N -1.640 -1.140 -1.383 -0.084
C -2.561 -1.423 -0.425 0.028
C -3.632 -2.329 -0.663 1.559
C -3.734 -2.902 -1.946 -0.650
C -4.532 -2.642 0.370 -1.112
C -4.320 -2.132 1.626 -0.751
C -3.274 -1.251 1.882 -0.574
C -2.420 -0.808 0.872 0.080
N -1.409 0.106 1.033 -0.228
C -1.441 1.055 2.003 0.252
C -2.585 1.527 2.659 -0.769
C -2.509 2.467 3.676 -0.728
C -1.306 3.002 4.076 -0.978
C -0.137 2.663 3.379 1.152
C 1.113 3.251 3.664 -0.876
C 2.199 2.938 2.894 -1.026
C 2.043 2.022 1.846 -0.288
N 0.900 1.419 1.565 0.000
C -0.192 1.711 2.318 -0.050
H -2.843 -3.028 -3.882 0.381
H -1.009 -1.466 -3.307 0.406
H -4.545 -3.585 -2.154 0.414
H -5.346 -3.322 0.172 0.332
H -4.978 -2.409 2.439 0.381
H -3.103 -0.923 2.898 0.682
H -3.553 1.164 2.352 0.583
H -3.425 2.760 4.170 0.347
H -1.256 3.701 4.897 0.333
H 1.179 3.969 4.469 0.344
H 3.162 3.389 3.070 0.399
H 2.891 1.773 1.216 0.566
N 3.695 1.346 -3.763 -0.131
C 2.993 1.486 -2.466 0.421
C 2.990 2.908 -1.970 -1.841
P 1.262 0.893 -2.902 1.201
O 1.303 -0.746 -2.678 -0.541
O 1.170 1.212 -4.351 -0.963
O 0.271 1.357 -1.886 -0.535
P 3.678 0.144 -1.394 0.858
O 5.005 0.884 -0.828 -0.537
O 4.039 -0.898 -2.406 -0.954
O 2.748 -0.186 -0.272 -0.430
H 2.919 1.409 -4.483 0.393
H 4.074 0.366 -3.712 0.371
H 4.445 2.023 -3.909 0.328
H 2.536 3.575 -2.707 0.455
H 4.001 3.250 -1.746 0.490
H 2.395 2.962 -1.059 0.341
H 2.122 -1.207 -2.942 0.354
H 5.565 0.259 -0.367 0.350
B -0.315 -4.805 1.169 0.150
C 0.197 -3.482 0.588 0.196
N 0.573 -2.454 0.175 -0.662
H 0.268 -5.706 0.640 -0.153
H -1.496 -4.839 0.945 -0.133
H -0.086 -4.752 2.345 -0.151
```

total charge: -1
energy relative to the best compared isomer or geometry (same formula, charge and spin): 27.1 kcal/mol
frontier orbital gap (alpha / beta): 2.91 / 5.13 eV
2S+1: 8
lowest unoccupied orbital energy (alpha / beta): 1.8 / 1.7 eV
⟨S²⟩: 15.786



3.
The following is a quantum chemistry calculation of the molecule C5H10O, from the OMol25 dataset.

```
16
Properties=species:S:1:pos:R:3:mulliken_charge:R:1
C -1.912 0.691 0.129 -1.390
C -0.516 0.130 0.041 0.748
C -0.363 -1.363 -0.189 -0.771
O 0.640 -1.943 0.629 -0.490
C 0.554 0.931 0.097 -0.224
C 1.946 0.568 -0.335 -1.069
H -1.932 1.644 0.667 0.353
H -2.624 0.005 0.600 0.369
H -2.283 0.891 -0.885 0.264
H 0.554 -1.537 1.503 0.347
H -0.065 -1.585 -1.221 0.303
H -1.329 -1.867 -0.023 0.330
H 0.396 1.974 0.380 0.324
H 2.641 0.387 0.491 0.260
H 2.348 1.400 -0.923 0.361
H 1.946 -0.326 -0.964 0.283
```

energy relative to the best compared isomer or geometry (same formula, charge and spin): 22.4 kcal/mol
frontier orbital gap: 9.99 eV
SMILES string: C/C=C(/C)CO
lowest unoccupied orbital energy: 1.0 eV



4.
The following is a quantum chemistry calculation of an isolated ion of composition C2H6N3O and charge +1 at a distorted geometry, from the OMol25 dataset.

```
12
Properties=species:S:1:pos:R:3:mulliken_charge:R:1
C 0.555 0.112 0.011 0.393
C -1.530 -0.677 -0.032 -0.237
N -0.142 -0.987 -0.182 -0.135
N -0.326 1.199 0.058 -0.083
N 1.871 0.453 -0.033 -0.375
O -1.578 0.736 -0.161 -0.233
H -2.071 -1.166 -0.891 0.275
H -1.670 -1.115 0.957 0.337
H 0.161 -1.985 -0.055 0.301
H -0.046 2.160 -0.019 0.274
H 2.755 -0.059 0.014 0.257
H 2.021 1.329 0.332 0.226
```

total charge: +1
energy relative to the best compared isomer or geometry (same formula, charge and spin): 75.1 kcal/mol
frontier orbital gap: 10.57 eV
SMILES string: [NH2+]=C1NCON1
lowest unoccupied orbital energy: -3.4 eV



5.
The following is a quantum chemistry calculation of a 5-piece molecular cluster, C26H67ClNO6P2 overall at a distorted geometry, from the OMol25 dataset.

```
103
Properties=species:S:1:pos:R:3:mulliken_charge:R:1
C -1.323 -4.527 -1.671 -1.301
C -0.036 -3.736 -1.407 0.544
C 0.472 -2.951 -2.615 -1.152
C -0.424 -1.814 -3.086 -0.432
C -0.615 -0.702 -2.040 -0.032
C -1.822 -0.947 -1.118 -1.038
P -3.352 0.200 -1.304 0.833
Cl -4.700 -1.656 -1.335 -0.538
C -4.940 1.311 -1.349 -0.140
C -5.934 1.093 -0.184 -0.708
C -7.380 0.774 -0.602 -0.588
C -7.847 -0.624 -0.282 -0.291
N -9.316 -0.737 -0.603 -0.706
P -3.227 0.152 -3.590 -0.078
O -3.608 1.749 -3.979 -0.446
O -4.438 -0.773 -4.253 -0.412
H -1.705 -4.407 -2.680 0.289
H -1.199 -5.578 -1.430 0.375
H -2.109 -4.169 -1.010 0.278
H -0.138 -3.051 -0.568 0.194
H 0.742 -4.454 -1.155 -0.101
H 1.497 -2.623 -2.446 0.364
H 0.537 -3.667 -3.441 0.440
H -0.078 -1.414 -4.037 0.382
H -1.410 -2.225 -3.299 0.116
H 0.275 -0.746 -1.401 0.006
H -0.608 0.292 -2.475 0.315
H -1.491 -0.790 -0.092 0.227
H -2.144 -1.975 -1.185 0.101
H -3.466 0.225 0.144 -0.089
H -2.487 1.369 -1.325 -0.154
H -5.508 1.152 -2.265 0.266
H -4.614 2.347 -1.350 -0.550
H -5.988 2.048 0.339 0.347
H -5.549 0.378 0.542 0.456
H -8.050 1.440 -0.057 0.226
H -7.557 0.964 -1.661 0.359
H -7.748 -0.857 0.775 0.233
H -7.310 -1.374 -0.850 0.270
H -9.499 -1.733 -0.707 0.249
H -9.403 -0.394 -1.558 0.252
H -2.804 2.158 -4.336 0.320
H -5.304 -0.365 -4.079 0.299
C -2.225 6.437 -0.098 -1.063
C -1.642 5.884 -1.389 -0.374
O -2.319 4.752 -1.887 -0.360
C -3.689 4.928 -2.208 0.056
C -3.936 5.981 -3.277 -1.322
H -2.236 5.666 0.673 0.291
H -1.627 7.279 0.255 0.408
H -3.249 6.789 -0.230 0.271
H -0.618 5.553 -1.208 0.346
H -1.587 6.669 -2.154 0.319
H -4.269 5.148 -1.305 0.305
H -4.032 3.960 -2.573 0.089
H -3.614 6.975 -2.961 0.339
H -5.000 6.033 -3.510 0.400
H -3.391 5.730 -4.189 0.303
C 5.197 -0.326 1.885 -0.775
C 4.398 -0.707 0.649 -0.459
O 3.000 -0.724 0.852 -0.387
C 2.412 0.500 1.260 -0.453
C 2.616 1.637 0.274 -1.072
H 4.973 -1.008 2.708 0.299
H 6.266 -0.373 1.673 0.420
H 4.972 0.685 2.224 0.044
H 4.661 -1.721 0.343 0.349
H 4.656 -0.051 -0.191 0.313
H 2.771 0.778 2.258 0.345
H 1.345 0.300 1.357 0.414
H 3.672 1.883 0.145 0.278
H 2.104 2.535 0.621 0.408
H 2.216 1.363 -0.703 0.288
C 1.317 -8.285 1.298 -1.031
C 2.184 -7.854 0.127 -0.345
O 2.288 -6.453 -0.026 -0.410
C 2.841 -5.736 1.061 -0.165
C 4.260 -6.148 1.417 -1.199
H 0.314 -7.868 1.202 0.264
H 1.243 -9.373 1.330 0.401
H 1.725 -7.953 2.254 0.261
H 1.740 -8.214 -0.801 0.344
H 3.181 -8.308 0.196 0.298
H 2.186 -5.806 1.937 0.305
H 2.834 -4.691 0.751 0.248
H 4.318 -7.188 1.742 0.327
H 4.638 -5.524 2.227 0.385
H 4.917 -6.034 0.553 0.318
C 6.665 5.119 3.396 -1.091
C 5.648 4.048 3.751 -0.348
O 6.145 2.726 3.655 -0.319
C 7.246 2.405 4.482 -0.323
C 6.971 2.563 5.968 -1.113
H 7.045 4.962 2.385 0.303
H 6.203 6.106 3.446 0.390
H 7.518 5.116 4.075 0.266
H 4.814 4.095 3.051 0.330
H 5.230 4.228 4.748 0.309
H 8.128 2.985 4.188 0.308
H 7.474 1.361 4.267 0.326
H 6.745 3.596 6.236 0.265
H 7.843 2.253 6.546 0.397
H 6.121 1.949 6.265 0.300
```

total charge: -1
frontier orbital gap: 5.14 eV
lowest unoccupied orbital energy: 2.1 eV



6.
The following is a quantum chemistry calculation of a 2-piece molecular cluster, C3H8OS2 overall at a distorted geometry, from the OMol25 dataset.

```
14
Properties=species:S:1:pos:R:3:mulliken_charge:R:1
C -1.390 0.990 1.038 -0.705
S -2.078 0.340 -0.537 -0.039
S -2.001 -1.825 0.093 -0.215
H -1.684 2.014 0.823 0.293
H -0.316 0.946 1.090 0.240
H -1.867 0.373 1.781 0.341
H -0.648 -1.895 -0.199 0.051
C 1.211 -0.348 -1.437 -0.658
C 1.645 0.349 -0.362 -0.028
O 1.883 -0.200 0.863 -0.474
H 1.224 0.127 -2.406 0.208
H 0.946 -1.390 -1.362 0.288
H 1.896 1.424 -0.348 0.373
H 1.180 -0.906 0.964 0.324
```

energy relative to the best compared isomer or geometry (same formula, charge and spin): 38.4 kcal/mol
frontier orbital gap: 8.71 eV
SMILES string: C=CO.CSS
lowest unoccupied orbital energy: -0.2 eV



What did the sixth record say?
The following is a quantum chemistry calculation of a 2-piece molecular cluster, C3H8OS2 overall at a distorted geometry, from the OMol25 dataset.

```
14
Properties=species:S:1:pos:R:3:mulliken_charge:R:1
C -1.390 0.990 1.038 -0.705
S -2.078 0.340 -0.537 -0.039
S -2.001 -1.825 0.093 -0.215
H -1.684 2.014 0.823 0.293
H -0.316 0.946 1.090 0.240
H -1.867 0.373 1.781 0.341
H -0.648 -1.895 -0.199 0.051
C 1.211 -0.348 -1.437 -0.658
C 1.645 0.349 -0.362 -0.028
O 1.883 -0.200 0.863 -0.474
H 1.224 0.127 -2.406 0.208
H 0.946 -1.390 -1.362 0.288
H 1.896 1.424 -0.348 0.373
H 1.180 -0.906 0.964 0.324
```

energy relative to the best compared isomer or geometry (same formula, charge and spin): 38.4 kcal/mol
frontier orbital gap: 8.71 eV
SMILES string: C=CO.CSS
lowest unoccupied orbital energy: -0.2 eV